1.
ORCA calculation (ωB97M-V/def2-TZVPD) on C20H28N2O3 in the gas phase at a distorted geometry.

Calculated values
Frontier orbital gap, eV: 9.06
SMILES: CC(C)CCOc1ccc(C(=O)NC[C@H](c2ccco2)N(C)C)cc1
Charge: 0

Structure (XYZ):
```
53
Properties=species:S:1:pos:R:3:forces:R:3
C -7.4151 -0.0282 1.3150 -0.1 -0.1 -0.3
C -7.0886 -0.6919 -0.0216 0.1 0.0 0.0
C -6.7290 -2.1621 0.1859 -0.2 0.2 -0.1
C -6.0002 0.0661 -0.7924 0.2 0.0 0.1
C -4.6394 0.1178 -0.1037 -0.3 -0.2 0.1
O -3.7813 0.8641 -0.9478 0.1 0.1 -0.1
C -2.4928 1.0563 -0.5776 0.3 0.1 0.0
C -1.9141 0.5707 0.5924 -0.4 -0.1 0.0
C -0.5800 0.8188 0.8633 0.2 0.2 -0.2
C 0.2020 1.5577 -0.0157 -0.3 0.0 0.0
C 1.6365 1.8698 0.2293 -0.1 -0.2 0.2
O 2.1775 2.8628 -0.2197 0.1 0.2 -0.2
N 2.2958 0.9724 1.0101 0.0 -0.3 0.2
C 3.7173 1.0791 1.2340 0.2 0.2 -0.3
C 4.5260 0.5870 0.0155 -0.1 0.0 0.4
C 4.1172 -0.8045 -0.3747 0.2 0.3 -1.1
C 4.1366 -1.4316 -1.5866 0.0 0.4 0.5
C 3.7010 -2.7605 -1.3575 -0.1 -0.2 0.5
C 3.4489 -2.8441 -0.0256 -0.1 -0.6 -0.7
O 3.6980 -1.6685 0.5793 0.0 0.3 0.5
N 5.9572 0.7273 0.2755 -0.1 0.1 0.0
C 6.7352 0.9144 -0.9299 0.0 0.0 0.1
C 6.5172 -0.3287 1.0942 0.0 0.1 0.0
C -0.3897 2.0630 -1.1736 0.1 -0.1 0.1
C -1.7110 1.8113 -1.4575 -0.2 -0.1 0.1
H -8.2874 -0.4989 1.7627 -0.1 0.0 0.1
H -6.5866 -0.1261 2.0122 0.1 0.0 0.1
H -7.6301 1.0287 1.1771 0.0 0.1 0.1
H -7.9900 -0.6519 -0.6443 0.1 0.0 0.0
H -6.4484 -2.6263 -0.7566 0.1 -0.1 -0.1
H -7.5815 -2.7016 0.5921 0.0 -0.1 0.1
H -5.9025 -2.2663 0.8846 0.1 -0.1 0.1
H -5.8619 -0.3983 -1.7708 0.0 0.0 -0.1
H -6.3279 1.0936 -0.9613 0.0 0.0 0.0
H -4.2371 -0.8937 0.0346 0.0 0.1 0.0
H -4.7183 0.6098 0.8739 0.1 -0.1 0.0
H -2.4945 0.0031 1.3032 -0.1 0.0 0.0
H -0.1648 0.4529 1.7915 0.0 0.0 0.1
H 1.8810 0.0678 1.1646 -0.1 0.1 -0.1
H 3.9694 0.5052 2.1256 0.0 0.1 0.0
H 3.9599 2.1307 1.3955 0.1 -0.2 0.0
H 4.2835 1.2557 -0.8171 0.0 -0.1 0.1
H 4.4150 -0.9997 -2.5261 0.1 0.2 -0.2
H 3.5923 -3.5378 -2.0857 -0.1 -0.2 -0.1
H 3.1014 -3.6481 0.5924 0.0 0.0 0.2
H 7.7641 1.1335 -0.6468 0.1 0.0 -0.1
H 6.7361 0.0289 -1.5837 0.0 0.0 0.0
H 6.3406 1.7636 -1.4844 0.0 0.0 -0.1
H 7.5074 -0.0176 1.4264 0.0 -0.1 0.1
H 6.6177 -1.2832 0.5549 0.0 0.0 0.0
H 5.8961 -0.4893 1.9715 0.0 -0.1 0.1
H 0.2155 2.6562 -1.8419 0.0 0.1 -0.1
H -2.1744 2.1910 -2.3543 0.0 0.0 -0.1
```
Forces are in eV/Å.

Atom charges from the Mulliken analysis, given in e for atoms 1 to 2:
1 C -1.55
2 C 0.64

=====

2.
ORCA calculation (ωB97M-V/def2-TZVPD) on C20H28N4O4 in the gas phase.

Calculated values
Frontier orbital gap, eV: 9.39
SMILES: C[C@@H]1ON=C(C(=O)NCC[C@H]2CCCN(C(=O)c3ccc(N)c(O)c3)C2)[C@H]1C
Charge: 0

Structure (XYZ):
```
56
Properties=species:S:1:pos:R:3:forces:R:3
C 0.1409 -8.2497 -1.2125 0.0 0.0 -0.1
C -1.0777 -7.3875 -1.5108 0.3 -0.3 0.3
O -0.8555 -6.7014 -2.7648 -0.1 0.1 -0.3
N -0.5411 -5.3845 -2.5129 0.0 0.1 0.1
C -0.7481 -5.1188 -1.2870 -0.3 -0.6 0.2
C -0.4981 -3.7882 -0.6851 0.2 0.7 0.0
O -0.7018 -3.5870 0.5025 0.0 -0.2 0.0
N -0.0335 -2.8454 -1.5277 0.1 -0.2 -0.4
C 0.2657 -1.4923 -1.1191 0.0 0.3 0.2
C -0.9913 -0.6385 -0.9720 -0.1 0.0 0.1
C -0.7003 0.8061 -0.5765 0.0 -0.1 -0.1
C -1.9588 1.6736 -0.6797 0.0 0.0 0.2
C -1.7095 3.1026 -0.1986 -0.3 0.1 0.0
C -1.0818 3.1036 1.1928 -0.2 -0.2 0.0
N 0.1487 2.3106 1.1582 -0.2 0.2 0.5
C 1.3396 2.8312 0.7508 0.5 0.0 -0.1
O 2.1515 2.1736 0.1153 0.0 -0.1 0.0
C 1.6940 4.2302 1.1622 -0.2 0.2 0.2
C 1.3315 4.7648 2.3950 0.0 0.0 0.1
C 1.7239 6.0506 2.7437 0.1 -0.2 -0.2
C 2.4955 6.8211 1.8839 0.0 0.2 0.1
N 2.8698 8.1487 2.2677 -0.1 -0.1 0.0
C 2.8752 6.2743 0.6579 -0.2 -0.6 -0.1
O 3.6345 7.0288 -0.1817 0.2 0.4 0.1
C 2.4831 4.9887 0.3084 -0.1 0.0 -0.1
C -0.1150 0.9167 0.8339 -0.1 -0.1 -0.1
C -1.3046 -6.2709 -0.4983 0.0 0.0 0.3
C -2.7631 -6.0813 -0.0850 -0.1 0.2 0.0
H 0.0061 -8.8112 -0.2857 -0.1 0.1 0.0
H 0.3111 -8.9617 -2.0197 0.0 0.0 0.0
H 1.0361 -7.6334 -1.1129 0.0 0.1 0.0
H -1.9593 -8.0194 -1.6246 -0.1 0.1 -0.1
H 0.1071 -3.1136 -2.4892 0.0 0.0 0.0
H 0.8304 -1.5121 -0.1863 -0.1 -0.1 0.1
H 0.9362 -1.0446 -1.8541 -0.1 -0.1 -0.1
H -1.5350 -0.6524 -1.9215 0.0 0.0 0.0
H -1.6530 -1.0979 -0.2311 0.0 0.0 0.0
H 0.0455 1.2170 -1.2666 0.1 0.0 0.0
H -2.3350 1.6685 -1.7047 0.1 0.0 -0.1
H -2.7537 1.2268 -0.0688 0.0 0.0 0.0
H -1.0505 3.6285 -0.8959 0.1 0.0 0.0
H -2.6478 3.6642 -0.1822 0.0 0.0 0.0
H -0.9320 4.1036 1.5835 0.3 0.1 -0.2
H -1.7574 2.6156 1.9028 0.0 -0.1 0.0
H 0.7622 4.1779 3.1041 0.0 0.0 -0.1
H 1.4386 6.4672 3.6992 0.0 0.1 0.0
H 3.8643 8.1941 2.4620 0.0 0.1 -0.1
H 2.6734 8.7933 1.5102 0.2 0.0 0.0
H 3.8935 6.5197 -0.9548 -0.1 -0.1 0.0
H 2.7974 4.5645 -0.6389 0.0 0.0 0.0
H -0.8295 0.5293 1.5677 -0.1 0.1 0.0
H 0.7903 0.3323 0.9750 0.1 0.2 -0.2
H -0.7069 -6.4275 0.4028 0.0 0.0 0.0
H -2.8747 -5.2242 0.5782 0.1 0.0 0.0
H -3.4044 -5.9223 -0.9547 0.0 0.0 0.0
H -3.1268 -6.9618 0.4457 0.0 -0.1 0.0
```
Forces are in eV/Å.

Atom charges from the Mulliken analysis, given in e for atoms 1 to 2:
1 C -1.47
2 C 0.14

=====

3.
ORCA calculation (ωB97M-V/def2-TZVPD) on C20H28N4O5S2 in the gas phase at a distorted geometry.

Calculated values
Frontier orbital gap, eV: 9.18
SMILES: CCN(CC)S(=O)(=O)c1ccc(C(=O)Nc2c3c(nn2C(C)(C)C)CS(=O)(=O)C3)cc1
Charge: 0

Structure (XYZ):
```
59
Properties=species:S:1:pos:R:3:forces:R:3
C -6.7439 -0.2264 0.6751 0.2 0.0 -0.2
C -5.7688 -0.0778 -0.4886 -0.6 0.4 0.0
N -4.3788 -0.2629 -0.1145 0.5 0.9 0.5
C -4.0048 -1.5724 0.3960 0.5 -0.4 0.2
C -2.5384 -1.8544 0.1036 -0.3 -0.3 0.1
S -3.7113 1.0054 0.7515 0.3 0.1 -0.4
O -3.4492 0.6369 2.1155 0.1 -0.2 -0.1
O -4.4838 2.1885 0.5065 -0.2 -0.1 -0.3
C -2.1278 1.2446 -0.0663 -0.4 -0.1 0.2
C -1.0164 1.5371 0.7014 -0.1 0.0 0.2
C 0.2054 1.7448 0.0864 -0.1 0.1 -0.2
C 0.3080 1.6503 -1.2986 -0.4 0.1 0.0
C 1.5961 1.8745 -2.0149 0.0 0.1 0.0
O 1.6780 2.5055 -3.0454 -0.1 0.0 -0.1
N 2.7208 1.3560 -1.4296 0.6 0.0 -0.1
C 2.7556 0.3874 -0.4324 -0.3 -0.8 0.1
C 2.0099 -0.7778 -0.3494 0.7 0.5 0.4
C 2.4156 -1.3722 0.8623 0.2 1.2 -0.6
N 3.3308 -0.6375 1.4594 0.1 -0.6 0.6
N 3.5383 0.4327 0.6833 -0.5 -0.3 -0.5
C 4.4681 1.4360 1.2114 0.4 0.4 0.4
C 5.7116 0.6860 1.6969 -0.1 0.0 0.0
C 3.7733 2.1235 2.3916 0.1 -0.1 -0.1
C 4.8729 2.4705 0.1659 -0.2 -0.1 0.1
C 1.8487 -2.6845 1.2043 -0.3 -0.2 -0.4
S 1.2216 -3.2064 -0.4551 -0.2 -0.2 -0.1
O -0.0615 -3.8420 -0.3392 -0.2 0.2 0.2
O 2.2520 -3.9241 -1.1481 0.4 0.2 0.0
C 1.0605 -1.5152 -1.1959 0.0 -0.6 0.4
C -0.8300 1.3994 -2.0623 0.1 0.1 0.1
C -2.0514 1.1951 -1.4450 0.0 0.0 -0.1
H -6.7196 -1.2356 1.0799 0.0 -0.1 0.1
H -7.7550 -0.0087 0.3408 -0.1 0.0 0.0
H -6.4730 0.4754 1.4603 -0.1 0.0 0.1
H -5.9977 -0.7951 -1.2830 0.1 0.1 0.0
H -5.8379 0.9334 -0.8917 -0.2 -0.2 -0.1
H -4.6316 -2.3136 -0.1042 0.0 0.1 0.0
H -4.1798 -1.6256 1.4767 -0.1 -0.2 -0.1
H -2.3317 -1.6822 -0.9502 0.1 0.0 -0.1
H -2.2898 -2.8873 0.3326 0.0 0.0 0.1
H -1.9067 -1.2038 0.7031 0.2 0.0 0.0
H -1.1272 1.5897 1.7730 0.1 0.0 0.1
H 1.0682 1.9951 0.6836 0.1 0.0 0.1
H 3.5773 1.5534 -1.9327 -0.2 0.0 0.0
H 6.1999 0.1844 0.8649 0.1 -0.1 -0.1
H 6.4134 1.3825 2.1460 0.1 0.1 0.0
H 5.4280 -0.0607 2.4314 0.1 0.0 0.1
H 4.4626 2.8013 2.8865 0.1 0.1 0.1
H 2.9125 2.6965 2.0531 -0.1 0.1 0.0
H 3.4398 1.3762 3.1064 0.0 0.0 0.1
H 4.0234 3.0554 -0.1756 0.0 0.1 0.0
H 5.5864 3.1538 0.6201 0.1 0.0 0.1
H 5.3623 1.9988 -0.6831 0.1 0.0 -0.1
H 2.5783 -3.3998 1.5693 0.0 -0.2 -0.1
H 0.9869 -2.6333 1.8641 -0.1 0.0 0.1
H 1.3316 -1.5556 -2.2470 0.0 -0.2 -0.1
H 0.0230 -1.2155 -1.0714 -0.1 0.0 0.0
H -0.7379 1.3688 -3.1373 0.0 0.0 -0.1
H -2.9441 0.9935 -2.0147 -0.1 -0.1 -0.1
```
Forces are in eV/Å.

Atom charges from the Mulliken analysis, given in e for atoms 1 to 2:
1 C -1.11
2 C -0.67

=====

4.
ORCA calculation (ωB97M-V/def2-TZVPD) on a molecular structure, C20H28N7SV at a distorted geometry.

Calculated values
Frontier orbital gap (spin up / spin down), eV: 6.64 / 6.60
Multiplicity: 3
Charge: +2

Structure (XYZ):
```
57
Properties=species:S:1:pos:R:3:forces:R:3
V -0.3254 0.0217 -0.3486 0.7 -0.6 0.3
C 0.2471 4.0194 -1.9308 0.1 0.0 0.1
C 0.1700 2.5617 -1.6479 -0.2 -0.1 -0.1
N -0.1912 2.0152 -0.5486 -0.1 0.4 -0.3
C -0.7600 2.6026 0.6501 0.1 0.2 0.0
C -2.2347 2.1805 0.6353 -0.1 0.1 0.1
N -2.3786 0.7708 0.1524 0.2 0.0 -0.1
C -2.9815 -0.1748 1.1184 -0.1 -0.1 0.1
C -1.9343 -0.6576 2.1077 -0.1 0.0 0.1
N -0.7024 -1.0769 1.4204 0.1 -0.1 0.0
C -0.5835 -2.5124 1.0650 -0.1 -0.1 0.0
C -1.1833 -2.8367 -0.3093 0.0 -0.2 0.0
N -0.7573 -1.7973 -1.2363 -0.2 0.2 -0.1
C -0.5626 -1.9578 -2.4920 -0.1 0.2 -0.2
C -0.8646 -3.1984 -3.2565 0.2 -0.1 0.1
C -0.0470 -0.7222 -3.1699 0.1 0.0 -0.2
C 0.4336 -0.5953 -4.4686 -0.1 0.0 0.2
C 0.9192 0.6446 -4.8701 0.0 0.0 0.0
C 0.8916 1.7375 -4.0083 -0.2 -0.1 0.1
C 0.3795 1.5427 -2.7325 0.1 0.1 -0.1
N -0.0400 0.3333 -2.3567 0.0 0.0 0.1
H 0.4472 4.5946 -1.0301 0.0 0.0 0.0
H -0.7005 4.3546 -2.3607 0.0 0.0 0.0
H 1.0271 4.2366 -2.6573 0.0 0.0 0.0
H -0.6326 3.6846 0.7187 -0.1 0.0 0.0
H -0.2369 2.1563 1.5038 0.0 0.0 0.0
H -2.7903 2.8302 -0.0415 0.0 0.0 0.0
H -2.6760 2.2852 1.6274 0.0 0.0 0.0
H -2.9865 0.7991 -0.6579 0.0 0.0 0.0
H -3.3732 -1.0129 0.5393 0.0 0.0 0.0
H -3.8261 0.2820 1.6426 0.0 0.0 0.0
H -2.3438 -1.4661 2.7200 0.0 0.0 0.0
H -1.6629 0.1524 2.7917 0.0 0.0 0.0
H 0.1225 -0.8604 2.0154 0.0 0.1 0.0
H -1.0512 -3.1322 1.8345 0.0 0.0 -0.1
H 0.4861 -2.7295 1.0483 -0.1 0.0 0.0
H -2.2778 -2.8451 -0.2818 0.0 0.0 0.0
H -0.8509 -3.8244 -0.6376 -0.1 0.0 0.1
H -1.8788 -3.5327 -3.0320 0.0 0.0 0.0
H -0.1819 -4.0022 -2.9706 0.0 0.0 0.0
H -0.7793 -3.0487 -4.3276 0.0 0.0 0.0
H 0.4447 -1.4327 -5.1502 0.0 0.0 0.0
H 1.3158 0.7626 -5.8686 0.0 0.0 0.0
H 1.2531 2.7019 -4.3322 0.0 0.0 0.0
C 1.4249 -0.4727 4.8485 0.0 0.0 0.1
C 2.3490 -0.3251 3.6843 0.2 0.0 0.0
C 3.7238 -0.1952 3.8383 -0.1 0.0 -0.1
C 4.4842 -0.1050 2.6834 0.0 0.0 0.2
N 3.9429 -0.1258 1.4710 0.0 0.0 -0.1
C 2.6280 -0.2419 1.4161 0.0 -0.2 -0.2
S 1.9969 -0.3022 -0.2468 -0.2 0.2 0.0
N 1.8039 -0.3480 2.4577 -0.1 0.0 0.1
H 1.8489 -0.0324 5.7481 0.0 0.0 0.0
H 1.2463 -1.5309 5.0491 0.0 0.0 0.0
H 0.4656 0.0007 4.6415 0.0 0.0 0.0
H 4.1811 -0.1687 4.8155 0.0 0.0 0.0
H 5.5623 -0.0068 2.7266 0.0 0.0 0.0
```
Forces are in eV/Å.

Atom charges from the Mulliken analysis, given in e for atoms 1 to 2:
1 V -0.36
2 C -1.84

=====

5.
ORCA calculation (ωB97M-V/def2-TZVPD) on a molecular structure, C20H28NO2PbS at a distorted geometry.

Calculated values
Frontier orbital gap, eV: 5.70
Charge: -1

Structure (XYZ):
```
53
Properties=species:S:1:pos:R:3:forces:R:3
O -2.9227 2.7382 -1.1843 -1.0 1.3 -0.8
C -2.8733 3.3289 -2.5258 0.1 -0.3 0.0
C -3.8428 4.4609 -2.1575 0.3 -0.5 0.4
H -3.2553 2.6201 -3.2748 0.3 0.2 0.2
H -1.8579 3.6642 -2.7836 -0.2 -0.3 0.1
C -3.8532 3.7803 -0.7607 -0.5 0.6 -0.3
H -4.8086 4.4283 -2.6654 0.2 0.1 0.0
H -3.4136 5.4646 -2.1517 -0.1 -0.1 -0.1
C -5.2167 3.2223 -0.4228 -0.1 -0.1 0.3
H -5.6005 2.6307 -1.2620 0.0 0.1 0.2
H -5.9045 4.0560 -0.2226 0.1 -0.2 -0.1
H -5.1728 2.5974 0.4767 0.0 0.0 -0.2
C -3.3146 4.6689 0.3415 0.0 -0.1 0.2
H -2.3382 5.0919 0.0752 -0.2 -0.1 0.1
H -3.2320 4.1208 1.2883 0.1 0.1 -0.2
H -4.0248 5.4937 0.5007 0.2 -0.1 -0.1
Pb 2.0920 -3.0388 -0.2628 0.8 0.4 2.2
C 4.4112 -1.8991 1.6784 -0.3 0.1 -0.5
C 4.9695 -1.9394 0.3711 -0.3 0.0 0.0
C 4.4402 -0.8416 -0.3709 -0.4 -0.2 0.2
H 5.7082 -2.6670 0.0310 -0.3 0.2 0.1
C 3.5431 -0.1350 0.4799 0.3 -0.2 0.4
C 3.5325 -0.7798 1.7466 0.1 0.2 -0.7
H 2.9852 -0.4381 2.6234 0.1 -0.2 -0.2
H 4.6476 -2.5897 2.4857 -0.1 0.1 -0.3
H 4.7074 -0.5495 -1.3860 0.0 -0.1 0.2
H 3.0067 0.7805 0.2291 0.1 -0.2 0.0
C 1.6211 -4.5866 2.4863 -0.3 0.5 -0.2
C 1.5727 -3.2628 3.0005 -0.5 -0.4 -0.3
C 0.4629 -2.5946 2.4182 -0.1 -0.6 -0.2
H 2.2494 -2.8500 3.7502 -0.2 -0.1 -0.4
C -0.1813 -3.5026 1.5196 0.5 0.2 0.3
C 0.5459 -4.7419 1.5620 0.3 0.4 0.0
H 0.3015 -5.6630 1.0294 0.0 0.3 0.2
H 2.3284 -5.3562 2.7869 -0.1 0.3 -0.2
H 0.1218 -1.5896 2.6686 0.2 -0.3 -0.2
H -1.0985 -3.3076 0.9628 0.3 -0.1 0.1
O 0.4178 -0.8152 -0.6118 -0.3 0.4 -0.8
C -0.1950 0.2124 0.2006 0.1 -0.7 -0.2
C -0.5665 1.3301 -0.7412 0.3 0.2 -0.1
H 0.4998 0.5419 0.9880 -0.1 -0.3 -0.3
H -1.0835 -0.2408 0.6620 0.2 0.1 0.1
C -0.6655 0.6867 -2.1383 -0.4 -0.2 0.5
H 0.2272 2.0906 -0.7562 -0.2 -0.1 0.1
H -1.5116 1.7740 -0.4524 0.5 0.1 0.0
C 0.2706 -0.5033 -2.0301 0.7 0.0 0.6
H -0.3634 1.3914 -2.9190 -0.1 -0.2 0.0
H -1.6859 0.3253 -2.3242 0.1 0.3 0.0
H 1.2611 -0.2236 -2.4218 -0.1 -0.3 0.1
H -0.0909 -1.4060 -2.5467 0.1 0.3 0.1
S 3.6691 -5.3602 -0.6446 -0.3 -0.2 -0.8
C 4.4529 -5.3194 0.8072 1.9 0.1 3.3
N 5.0278 -5.2988 1.8472 -1.5 -0.1 -2.7
```
Forces are in eV/Å.

Atom charges from the Mulliken analysis, given in e for atoms 1 to 2:
1 O -0.39
2 C -0.46

=====

6.
ORCA calculation (ωB97M-V/def2-TZVPD) on a molecular structure, C20H28NO3Zn at a distorted geometry.

Calculated values
Frontier orbital gap, eV: 6.64
Charge: -1

Structure (XYZ):
```
53
Properties=species:S:1:pos:R:3:forces:R:3
O -0.1878 -0.8623 -3.1382 -0.5 -0.6 -2.1
C -0.1638 -2.1654 -3.7881 0.4 -0.5 0.5
C -0.8872 -1.6981 -5.0544 0.4 0.3 0.5
H -0.7401 -2.8931 -3.1935 0.3 0.1 -0.1
H 0.8717 -2.5016 -3.9467 -0.3 -0.1 0.2
C -1.0138 -0.3851 -4.2445 -0.2 0.6 -0.7
H -1.8238 -2.2131 -5.2950 0.3 0.2 0.0
H -0.2279 -1.5953 -5.9291 -0.3 -0.1 0.2
C -2.4271 -0.0834 -3.7903 -0.1 0.2 -0.1
H -2.8850 -0.9483 -3.3011 0.2 0.2 0.0
H -3.0582 0.1993 -4.6494 0.3 0.0 0.2
H -2.3941 0.7552 -3.0846 -0.2 -0.2 0.0
C -0.3436 0.8028 -4.9180 -0.1 0.0 0.1
H 0.7082 0.5702 -5.1444 -0.3 0.1 0.2
H -0.4122 1.6625 -4.2399 0.2 0.0 -0.2
H -0.8549 1.0456 -5.8599 0.1 0.0 0.2
Zn 1.0156 0.4182 2.6704 -0.2 0.8 0.8
C 3.3057 2.3192 3.1326 0.1 -1.4 -0.4
C 3.2737 0.8967 3.2197 0.9 1.1 -0.9
C 3.0274 0.3707 1.8755 -0.4 0.7 0.7
H 3.5667 0.3054 4.0820 -0.4 0.1 -0.2
C 2.8853 1.5159 1.0078 0.6 0.5 0.4
C 3.0779 2.6897 1.7784 0.2 -0.9 -0.3
H 3.1756 3.6988 1.3900 -0.4 -0.1 0.0
H 3.5500 2.9953 3.9504 -0.3 -0.2 -0.2
H 3.1774 -0.6653 1.5703 0.0 0.3 0.1
H 2.7972 1.4567 -0.0769 -0.2 0.1 0.3
C -1.2770 1.9866 4.5462 0.2 0.3 -1.3
C -0.3363 2.4625 3.5979 -1.2 -0.6 0.1
C -0.6086 1.7884 2.3256 0.1 -0.4 0.5
H 0.4009 3.2502 3.7355 -0.1 -0.3 0.0
C -1.7728 0.9388 2.5484 0.2 0.2 1.2
C -2.1497 1.0435 3.8997 0.8 0.8 -0.9
H -2.9985 0.5522 4.3553 0.1 -0.1 0.0
H -1.4128 2.3515 5.5611 0.3 -0.2 -0.1
H -0.2663 2.1333 1.3480 -0.2 0.1 0.2
H -2.2614 0.3136 1.8131 0.0 0.1 0.1
O -1.8701 -1.2773 -1.0599 1.3 -0.2 0.9
C -0.8597 -0.3590 -0.5465 -0.1 0.0 0.7
C 0.4776 -1.1149 -0.5249 -0.1 0.4 -0.6
H -1.0669 -0.0969 0.5160 -0.2 -0.1 -0.9
H -0.8609 0.5574 -1.1461 0.0 -0.3 0.0
C 0.0470 -2.5553 -0.2930 -0.2 -0.3 0.1
H 1.1517 -0.7415 0.2521 -0.2 0.0 -0.1
H 0.9601 -1.0107 -1.4952 0.2 0.0 0.4
C -1.4908 -2.5302 -0.4484 -0.5 0.5 0.5
H 0.2670 -2.8290 0.7393 0.1 -0.3 -0.1
H 0.5524 -3.2538 -0.9714 -0.2 0.1 0.2
H -1.9144 -2.5236 0.5775 0.0 -0.2 -0.4
H -1.9334 -3.3573 -1.0176 0.1 0.2 0.0
O 0.4813 -0.4913 6.7234 0.2 0.0 -0.2
C 0.7370 -0.4618 5.5561 -0.1 -0.1 -1.2
N 0.9921 -0.4665 4.3845 -0.5 -0.7 1.5
```
Forces are in eV/Å.

Atom charges from the Mulliken analysis, given in e for atoms 1 to 2:
1 O -0.28
2 C -0.35

=====

Listing energy relative to the best compared isomer or geometry (same formula, charge and spin) for the structures above in their given order: 221.4; 201.8; 0.0; 0.0; 0.0; 17.9 kJ/mol.
Listing M for the structures above in their given order: 344.45; 388.47; 468.60; 449.50; 553.72; 395.84 g mol⁻¹.
Listing energy for the structures above in their given order: -1114.12264; -1298.90605; -2170.49763; -2504.00542; -1575.09168; -2838.66214 Ha.